[1]
The following is a DFT calculation (ωB97M-V with the def2-TZVPD basis set) of a molecular structure, C33H8BrCl64F14NO5S in a non-equilibrium geometry.

Values from the calculation:
HOMO level in hartree: -0.380
M in g mol⁻¹: 3145.364

The geometry in ORCA input format:
```
! RIJCOSX wB97M-V def2-TZVPD def2/J DEFGRID3
* xyz 0 1
C 4.07465 1.35071 1.25255
C 3.11459 1.95277 0.22938
F 2.85245 0.96858 -0.73030
N 1.91861 2.44529 0.84253
C 1.26980 1.59658 1.80648
O 1.44545 1.58947 2.97940
C 0.27552 0.82365 0.95706
C -0.30071 -0.41239 1.13308
Br 0.11167 -1.44489 2.66161
C -1.17409 -0.85579 0.14757
F -1.67632 -2.08298 0.31544
C -1.52014 -0.12097 -0.97326
C -2.47295 -0.74407 -1.97481
C -3.73821 -1.38821 -1.36424
O -4.82843 -0.53568 -1.69237
C -3.98536 -2.72118 -2.07216
F -3.96090 -2.52166 -3.40487
F -5.17344 -3.25769 -1.78589
F -3.01917 -3.61517 -1.79455
C -0.92425 1.15306 -1.14492
S -1.28703 2.18386 -2.55430
O -0.39612 3.29096 -2.70990
O -1.33637 1.34266 -3.72048
C -2.98396 2.93059 -2.31848
F -3.93625 1.99782 -2.31121
F -3.15297 3.64784 -3.43454
C -3.08766 3.91502 -1.10096
F -2.06400 3.78644 -0.24071
F -3.03924 5.16594 -1.57435
C -4.40554 3.79676 -0.27958
F -5.49677 3.79815 -1.04144
F -4.46213 4.90703 0.48428
C -4.39400 2.59664 0.73605
F -3.65841 1.57413 0.29537
F -3.84193 3.00049 1.88121
F -5.62969 2.21180 1.00880
C -0.02525 1.58952 -0.18074
C 0.82728 2.85453 -0.01628
O 0.69314 3.97494 -0.36897
H 3.65779 0.42840 1.66167
H 4.97227 1.07367 0.69754
H 4.31507 2.08539 2.01829
H 3.63290 2.76278 -0.28732
H -2.80091 -0.07817 -2.76238
H -1.90462 -1.53901 -2.47045
H -3.71907 -1.49203 -0.28063
H -5.65366 -0.94983 -1.41553
C -3.55765 -7.33693 -3.42987
Cl -2.29593 -8.02623 -4.45631
Cl -5.13650 -7.93469 -3.95899
Cl -3.28099 -7.81799 -1.75115
Cl -3.52438 -5.57558 -3.55255
C 1.19364 6.73002 2.17318
Cl 0.29131 7.14101 3.63770
Cl 2.59947 7.78967 2.02752
Cl 1.74142 5.05520 2.28512
Cl 0.16603 6.90405 0.75127
C 2.67043 4.34249 6.44586
Cl 1.96425 5.91674 6.06442
Cl 2.03477 3.76082 7.98940
Cl 2.25680 3.18892 5.17340
Cl 4.43231 4.48597 6.55168
C -2.18860 -9.03344 -8.51502
Cl -2.92161 -7.42760 -8.55547
Cl -1.92681 -9.60469 -10.16597
Cl -0.64097 -8.93670 -7.66462
Cl -3.24343 -10.16955 -7.65968
C 2.53046 7.51600 -2.78547
Cl 1.63153 6.15892 -2.11569
Cl 1.42789 8.87179 -3.07269
Cl 3.76765 8.00031 -1.61691
Cl 3.29680 7.03792 -4.30577
C 0.17408 -5.88212 0.22790
Cl -0.65604 -7.06355 1.24785
Cl -1.01488 -4.88437 -0.60792
Cl 1.19599 -4.85151 1.23659
Cl 1.16927 -6.73521 -0.96669
C -1.19448 -2.51310 6.51883
Cl -0.09196 -3.13564 5.28032
Cl -2.86266 -2.79862 6.01178
Cl -0.89075 -3.34384 8.04792
Cl -0.92556 -0.77847 6.71780
C 5.85023 0.29861 5.17682
Cl 5.58448 1.94206 5.77087
Cl 5.72188 0.30249 3.41086
Cl 7.45703 -0.26586 5.66180
Cl 4.61236 -0.76805 5.86066
C -9.27219 -8.21715 -2.40454
Cl -10.15931 -9.39159 -1.42773
Cl -10.41179 -7.10582 -3.17135
Cl -8.16317 -7.30674 -1.37242
Cl -8.34837 -9.06513 -3.64959
C 5.45595 -5.57978 1.11258
Cl 5.23056 -6.17638 2.76164
Cl 5.71285 -3.82998 1.15212
Cl 6.86502 -6.36513 0.38954
Cl 4.01495 -5.94118 0.15786
C 7.93576 -3.86302 3.70537
Cl 8.45613 -3.38090 2.08576
Cl 7.63623 -5.60473 3.73343
Cl 9.20388 -3.46659 4.87230
Cl 6.45422 -3.00061 4.12647
C 1.65570 11.71617 1.61436
Cl 0.89026 13.23402 1.12974
Cl 0.91900 11.13585 3.11310
Cl 1.43610 10.50893 0.34809
Cl 3.38481 11.98453 1.87536
C 2.85070 10.34560 -6.80889
Cl 2.56312 8.62410 -7.09468
Cl 1.30077 11.18534 -6.68157
Cl 3.76773 10.56772 -5.31635
Cl 3.77425 11.01547 -8.16053
C -6.61991 -9.50599 -9.86195
Cl -6.00736 -11.16194 -9.95004
Cl -6.14796 -8.78054 -8.32299
Cl -5.93831 -8.55705 -11.18815
Cl -8.38283 -9.52415 -9.99368
C -1.24455 -6.11455 11.14765
Cl -2.14118 -5.90440 12.65417
Cl -2.35372 -6.59755 9.86033
Cl -0.46970 -4.58550 10.70692
Cl -0.00926 -7.35798 11.36217
C 7.12901 6.49463 0.66187
Cl 8.71501 6.86022 -0.02320
Cl 7.30979 6.00856 2.35058
Cl 6.10050 7.92799 0.56866
Cl 6.37887 5.18021 -0.25391
*
```

Here are the Mulliken charges for atoms 1 to 2, given in e: -1.70 0.37

***

[2]
The following is a DFT calculation (ωB97M-V with the def2-TZVPD basis set) of a molecular structure, C41H32AsBN9S3Tl.

Values from the calculation:
Energy relative to the best compared isomer or geometry (same formula, charge and spin) in eV: 0.284
HOMO level in hartree: -0.061
M in g mol⁻¹: 1037.088

The geometry in ORCA input format:
```
! RIJCOSX wB97M-V def2-TZVPD def2/J DEFGRID3
* xyz -2 1
Tl -2.08903 0.44767 0.55842
S 1.97441 -4.74744 5.96277
N 1.56355 -4.97083 4.40945
C 0.89000 -3.89928 4.03782
C 0.30560 -3.67819 2.72894
C 0.37535 -4.61469 1.69723
C -0.22192 -4.32166 0.49371
C -0.86654 -3.08874 0.35625
N -0.92856 -2.19445 1.32093
C -0.35918 -2.46890 2.49753
C -0.46566 -1.43826 3.55719
N -1.08544 -0.30010 3.23970
C -1.25108 0.61099 4.17941
C -0.77595 0.45780 5.48504
C -0.10496 -0.69412 5.81363
C 0.05349 -1.67573 4.83467
C 0.75614 -2.92021 5.07296
N 1.33218 -3.27837 6.20530
H 0.89328 -5.55060 1.86478
H -0.19279 -5.01598 -0.33555
H -1.34414 -2.80628 -0.57694
H -1.78454 1.50323 3.87778
H -0.93398 1.24736 6.20732
H 0.29738 -0.86165 6.80474
S -4.62401 -0.12169 2.76014
C -4.51954 1.59443 2.72031
C -5.59529 2.42118 3.14174
C -5.48134 3.78753 3.09096
C -4.29947 4.36986 2.62276
C -3.29042 3.51496 2.22945
N -3.38257 2.18271 2.27790
H -6.49850 1.94176 3.49320
H -6.31055 4.41144 3.41021
H -4.17077 5.44225 2.56042
H -2.34605 3.89697 1.85141
S -2.60581 0.83102 -3.65893
C -1.95680 -0.32287 -4.77123
C -2.54951 -0.59541 -6.02235
C -2.00304 -1.51028 -6.90375
C -0.83572 -2.19945 -6.58440
C -0.23000 -1.95186 -5.35811
C -0.77281 -1.03769 -4.46266
As -0.06654 -0.67844 -2.68490
C 0.88317 0.99843 -3.01265
C 1.63627 1.52049 -1.96528
C 2.39446 2.66939 -2.15432
C 2.38946 3.31231 -3.38372
C 1.61649 2.80760 -4.42266
C 0.86658 1.65330 -4.23863
C 1.55350 -1.83336 -2.83821
C 1.41857 -3.18285 -2.51958
C 2.49439 -4.05888 -2.57948
C 3.74385 -3.59182 -2.96207
C 3.89763 -2.25116 -3.28952
C 2.81384 -1.38389 -3.23085
H -3.45643 -0.06104 -6.27937
H -2.49241 -1.68961 -7.85653
H -0.40492 -2.91396 -7.27631
H 0.68301 -2.47687 -5.10087
H 1.61961 1.04481 -0.99027
H 2.96707 3.07038 -1.32697
H 2.97155 4.21589 -3.52829
H 1.59269 3.31688 -5.37971
H 0.25617 1.26493 -5.04480
H 0.44595 -3.56022 -2.22975
H 2.35868 -5.10377 -2.32229
H 4.59104 -4.26655 -3.00380
H 4.86905 -1.87624 -3.59168
H 2.95116 -0.34051 -3.48736
B 0.96695 2.71900 2.33070
N 0.47798 3.30892 0.98989
C 0.85399 4.46146 0.40560
C 0.04192 4.68238 -0.68895
C -0.82066 3.57585 -0.69773
N -0.56089 2.77176 0.32621
N 1.56283 1.27906 2.13115
C 2.43941 0.69121 2.96307
C 2.69258 -0.58890 2.50048
C 1.90113 -0.68271 1.34624
N 1.21594 0.43827 1.14189
H 1.86597 3.42363 2.75287
H 0.04143 2.68219 3.11542
H 1.67461 5.03019 0.81237
H 0.08883 5.49441 -1.39494
H -1.59052 3.31152 -1.40922
H 2.82926 1.22886 3.81300
H 3.35976 -1.32379 2.92169
H 1.80016 -1.50498 0.64996
*
```

Here are the Mulliken charges for atoms 1 to 2, given in e: 1.00 0.04

***

[3]
The following is a DFT calculation (ωB97M-V with the def2-TZVPD basis set) of 4 unconnected molecules or ions with the total composition C4H16N8O4 in a non-equilibrium geometry.

Values from the calculation:
SMILES: NC(N)=O.NC(N)=O.NC(N)=O.NC(N)=O
Energy relative to the best compared isomer or geometry (same formula, charge and spin) in eV: 2.749
HOMO level in hartree: -0.340
M in g mol⁻¹: 240.224

The geometry in ORCA input format:
```
! RIJCOSX wB97M-V def2-TZVPD def2/J DEFGRID3
* xyz 0 1
C -0.19037 -1.40923 0.22669
O 0.50283 -1.03882 -0.66048
N 0.24814 -2.37001 0.96265
N -1.28025 -0.81563 0.61882
H -0.36580 -2.83230 1.61799
H 0.94122 -2.82175 0.38328
H -1.28303 0.18848 0.50999
H -1.81884 -1.23789 1.36160
C 4.83124 -1.38308 0.25142
O 5.73436 -0.57393 0.57337
N 3.63416 -0.92585 0.02604
N 4.97802 -2.64721 0.13061
H 3.40345 0.05290 0.12056
H 2.89434 -1.52616 -0.30922
H 5.80724 -3.05968 0.53355
H 4.24454 -3.04501 -0.43848
C -1.53687 1.46875 -2.39738
O -2.59491 1.99836 -2.58200
N -1.20019 0.29844 -2.85742
N -0.69101 1.91443 -1.53600
H -0.45522 -0.21652 -2.41026
H -1.88097 -0.03424 -3.52522
H -0.09329 1.14548 -1.26850
H -0.94867 2.73546 -1.00720
C -2.58982 1.82968 1.91370
O -1.90791 1.26397 2.73176
N -3.66600 1.25977 1.40699
N -2.27627 2.92912 1.29727
H -3.95296 1.65569 0.52324
H -4.17657 0.43762 1.69594
H -1.34119 3.30961 1.32795
H -2.96938 3.44953 0.77874
*
```

Here are the Mulliken charges for atoms 1 to 2, given in e: 0.61 -0.71

***

> Which of these has the highest HOMO level?

C41H32AsBN9S3Tl

***

> HOMO level of number 2 (C41H32AsBN9S3Tl)?

-0.061 hartree

***

> The lowest HOMO level belongs to which entry?

C33H8BrCl64F14NO5S

***

> Which value of M does entry 2 give?

1037.088 g mol⁻¹